Record 1
This record from the Open Molecules 2025 dataset describes a 7-piece molecular cluster, C30H57F9O9S2 overall. The level of theory is ωB97M-V/def2-TZVPD.

- LUMO energy (Ha) = 0.0238
- frontier orbital gap (eV) = 10.0
- E_tot (Eh) = -3549.456286
- molar mass (Da) = 796.9

Geometry as ORCA input:
```
! RIJCOSX wB97M-V def2-TZVPD def2/J DEFGRID3
* xyz 0 1
O 2.9268 -0.1313 0.1669
S 2.2813 0.2366 -1.0679
O 1.4261 1.6052 -0.8337
O 3.4237 0.9738 -1.9390
C 3.0835 1.3474 -3.2879
C 2.6636 0.1790 -4.1688
C 3.6172 -1.0102 -4.0945
C 3.0104 -2.2248 -4.7916
C 3.8421 -3.4941 -4.6975
F 4.9973 -3.3068 -4.0272
F 4.1872 -3.9077 -5.9437
C 3.1061 -4.7409 -4.0987
F 3.8033 -5.8413 -4.3808
F 1.9169 -4.8348 -4.7039
S 2.8091 -4.7706 -2.2150
F 4.3572 -5.0378 -1.9929
F 2.5295 -6.3278 -2.2805
F 1.2593 -4.4918 -2.3890
F 3.0547 -3.1993 -2.1044
F 2.5987 -4.8229 -0.6608
H 0.7041 1.4206 -0.1968
H 2.3079 2.1166 -3.2558
H 3.9982 1.8040 -3.6695
H 2.6292 0.5559 -5.1970
H 1.6432 -0.1359 -3.9246
H 3.8554 -1.2433 -3.0572
H 4.5561 -0.7450 -4.5894
H 2.9125 -2.0156 -5.8603
H 2.0049 -2.4182 -4.4111
C 6.6582 -4.7592 -9.7087
C 7.7243 -3.6674 -9.7777
C 6.9046 -2.4244 -9.4548
O 5.8688 -2.8486 -8.5695
C 5.8055 -4.2768 -8.5425
H 7.0642 -5.7565 -9.5448
H 6.0720 -4.7745 -10.6298
H 8.4842 -3.8316 -9.0111
H 8.2218 -3.6017 -10.7444
H 6.4552 -2.0025 -10.3606
H 7.4853 -1.6428 -8.9627
H 6.1987 -4.6362 -7.5864
H 4.7602 -4.5785 -8.6168
C -0.3693 3.3108 3.3378
C -0.4401 4.2648 2.1456
C 0.1563 3.4119 1.0366
O -0.1972 2.0572 1.3501
C -0.7011 1.9765 2.6865
H -1.0688 3.5583 4.1359
H 0.6403 3.2909 3.7543
H -1.4799 4.5112 1.9349
H 0.1098 5.1930 2.2977
H 1.2461 3.4880 0.9874
H -0.2376 3.6359 0.0435
H -1.7836 1.8157 2.6493
H -0.2397 1.1226 3.1830
C -5.8771 5.5830 0.8677
C -5.8708 4.6540 2.0801
C -4.4495 4.1073 2.0415
O -3.6428 5.1527 1.4906
C -4.4734 6.1704 0.9305
H -6.6522 6.3473 0.9056
H -6.0080 5.0066 -0.0504
H -6.0325 5.2249 2.9972
H -6.6218 3.8668 2.0318
H -4.3829 3.2235 1.3981
H -4.0693 3.8463 3.0310
H -4.4444 7.0546 1.5767
H -4.0755 6.4451 -0.0471
C -0.1736 -9.1331 -5.0490
C 0.6003 -7.8267 -5.2116
C 0.2588 -7.4468 -6.6461
O -1.0585 -7.9431 -6.8865
C -1.4427 -8.8311 -5.8366
H -0.3763 -9.3943 -4.0113
H 0.3736 -9.9579 -5.5101
H 0.2218 -7.0730 -4.5179
H 1.6726 -7.9291 -5.0490
H 0.9533 -7.9121 -7.3541
H 0.2633 -6.3694 -6.8176
H -2.1906 -8.3398 -5.2047
H -1.8963 -9.7184 -6.2802
C -3.5029 5.1866 7.8532
C -3.5854 6.1513 6.6708
C -3.0086 5.2990 5.5481
O -3.3503 3.9469 5.8489
C -3.8382 3.8567 7.1935
H -4.1825 5.4247 8.6683
H -2.4853 5.1640 8.2507
H -4.6277 6.4016 6.4604
H -3.0342 7.0789 6.8190
H -1.9176 5.3934 5.5033
H -3.4172 5.5533 4.5674
H -4.9201 3.6892 7.1726
H -3.3685 3.0066 7.6851
C -4.3788 1.8987 12.2391
C -3.8780 3.2807 12.6552
C -3.4045 3.8462 11.3224
O -4.2512 3.2729 10.3247
C -5.0094 2.1994 10.8856
H -5.0856 1.4598 12.9417
H -3.5389 1.2109 12.1228
H -4.7014 3.8786 13.0510
H -3.0860 3.2522 13.4022
H -2.3661 3.5635 11.1184
H -3.4827 4.9329 11.2640
H -6.0523 2.5150 10.9957
H -4.9756 1.3541 10.1972
*
```

---

Record 2
This record from the Open Molecules 2025 dataset describes C30H58ClIrNP2Si2 as an isolated structure in a non-equilibrium geometry. The level of theory is ωB97M-V/def2-TZVPD.

- LUMO energy (alpha / beta) (Ha) = 0.0224 / -0.0534
- frontier orbital gap (alpha / beta) (eV) = 3.6 / 5.7
- E_tot (Eh) = -3058.663318
- molar mass (Da) = 778.6
- expectation value of S² = 8.777

Geometry as ORCA input:
```
! RIJCOSX wB97M-V def2-TZVPD def2/J DEFGRID3
* xyz 0 6
Ir -0.3247 0.6671 -0.5352
C -1.1848 -0.1010 2.0260
C -1.5121 1.0902 1.3152
C -2.2222 0.6704 0.0963
Si -1.3682 2.8184 2.0050
C -2.0233 -0.7664 -0.0107
C -1.4645 -1.2369 1.2505
Si -1.2620 -2.9952 1.9112
H -0.7961 -0.1083 3.0451
H -2.9369 1.2928 -0.4398
H -2.4758 -1.4150 -0.7693
Cl 1.3291 0.1693 -2.2250
C -0.8177 -2.9763 3.7331
C -2.7919 -4.0183 1.6079
C -1.1066 2.8087 3.8605
C -2.8965 3.7996 1.5651
H -3.6782 -3.4983 1.9961
H -2.6975 -4.9713 2.1471
H -2.9621 -4.2379 0.5475
H 0.0549 -2.3412 3.9365
H -0.5803 -3.9979 4.0616
H -1.6548 -2.6107 4.3430
H -3.7624 3.3060 2.0299
H -3.0782 3.8839 0.4877
H -2.8020 4.8092 1.9916
H -2.0656 2.5852 4.3503
H -0.7660 3.7978 4.1979
H -0.3706 2.0571 4.1748
C 0.2335 -3.7592 1.0045
C 0.1728 3.4780 1.1429
P 0.5739 -2.9882 -0.6258
H 0.0938 -4.8485 0.9023
H 1.1079 -3.5889 1.6560
P 0.3404 2.7800 -0.5298
H 1.0644 3.1336 1.7000
H 0.1509 4.5762 1.0962
C 2.0747 3.2566 -0.9978
C -0.9087 3.7533 -1.5426
C -0.8172 -3.7321 -1.6315
C 2.1012 -3.8348 -1.3155
C 3.2710 -2.8436 -1.4007
H 1.8025 -4.1184 -2.3389
C 2.5653 -5.0721 -0.5502
H 2.8646 -4.8063 0.4712
H 3.4511 -5.4687 -1.0648
H 1.8192 -5.8722 -0.5080
H 3.0139 -1.9345 -1.9568
H 4.1130 -3.3327 -1.9134
H 3.6167 -2.5530 -0.3982
H -1.7242 -3.4515 -1.0743
C -0.7683 -5.2526 -1.7592
C -0.8742 -3.0428 -2.9980
H -0.8883 -5.7724 -0.8024
H 0.1615 -5.5953 -2.2273
H -1.5968 -5.5739 -2.4040
H -1.0517 -1.9666 -2.8969
H -1.6944 -3.4650 -3.5911
H 0.0550 -3.1822 -3.5634
H -1.8637 3.5770 -1.0195
C -1.0059 3.1457 -2.9353
C -0.6588 5.2598 -1.6005
H -0.5875 5.7292 -0.6114
H -1.5055 5.7328 -2.1170
H 0.2411 5.4969 -2.1803
H -1.2849 2.0866 -2.8839
H -0.0564 3.2320 -3.4811
H -1.7791 3.6642 -3.5155
C 3.1276 2.3503 -0.3554
C 2.4523 4.6884 -0.6175
H 2.0935 3.1384 -2.0963
H 2.5349 4.8049 0.4714
H 1.7823 5.4612 -0.9981
H 3.4424 4.8807 -1.0467
H 2.9555 2.2514 0.7272
H 4.1191 2.8055 -0.5022
H 3.1672 1.3488 -0.7965
C 0.4246 0.2944 -3.8015
H -0.6585 0.2438 -3.6255
H 0.7260 1.2485 -4.2432
H 0.7591 -0.5327 -4.4397
C 2.0853 -0.6021 1.5905
C 2.4722 0.2729 2.7087
C 3.0423 -0.1738 3.9461
C 3.1822 0.9779 4.7384
C 2.6952 2.0748 3.9468
C 2.6223 3.4799 4.3597
N 2.2939 1.6233 2.7240
H 1.1904 -1.1837 1.8587
H 1.8318 -0.0117 0.6930
H 2.8802 -1.3215 1.3406
H 3.3099 -1.2018 4.1506
H 3.5773 1.0724 5.7460
H 1.8636 4.0110 3.7739
H 3.5892 3.9823 4.2117
H 2.3666 3.5569 5.4256
*
```

---

Record 3
This record from the Open Molecules 2025 dataset describes C30H59AlN7O as an isolated structure in a non-equilibrium geometry. The level of theory is ωB97M-V/def2-TZVPD.

- LUMO energy (Ha) = 0.0565
- frontier orbital gap (eV) = 5.6
- E_tot (Eh) = -1879.186099
- molar mass (Da) = 560.8

Geometry as ORCA input:
```
! RIJCOSX wB97M-V def2-TZVPD def2/J DEFGRID3
* xyz -1 1
C 3.6343 1.9151 3.6761
C 4.8620 2.9854 4.0015
C 4.3667 4.1524 5.0540
C 4.6555 5.7001 4.4982
O 3.2990 6.3399 4.4438
Al 2.6802 6.0580 2.6874
C 0.7696 5.3272 2.5422
C 0.3294 4.2794 3.7225
N -0.9759 4.7312 4.4099
H 2.5660 2.3439 3.9302
H 3.6205 1.6827 2.5143
H 3.7455 0.9103 4.2673
H 5.2505 3.4159 2.9818
H 5.7229 2.3852 4.5694
H 3.2136 4.0221 5.2054
H 4.8577 4.0273 6.1334
H 5.1837 5.7100 3.4500
H 5.3511 6.1949 5.3037
H 3.6763 5.1391 1.8556
H 2.6678 7.4846 1.9336
H -0.0168 6.2031 2.4734
H 0.6970 4.7454 1.5074
H 0.0803 3.2215 3.2320
H 1.1364 4.0839 4.5463
H -0.7044 5.1318 5.3562
H -1.4358 3.8046 4.6582
C 3.1200 0.9224 -1.3500
C 4.6362 0.8546 -1.5033
C 5.3745 1.7735 -0.5280
C 4.9648 3.2168 -0.7723
N 4.6249 4.4140 -0.9748
H 2.7358 1.9235 -1.5698
H 2.6363 0.2294 -2.0458
H 2.8160 0.6518 -0.3323
H 4.9003 1.1177 -2.5349
H 4.9640 -0.1781 -1.3403
H 6.4564 1.6784 -0.6683
H 5.1412 1.5027 0.5074
C 0.8632 -2.1504 -4.0334
C 1.2797 -3.4843 -3.4217
C 0.8290 -3.6388 -1.9679
C 1.4522 -2.5435 -1.1180
N 1.9691 -1.6349 -0.4130
H 1.3223 -1.3052 -3.5111
H 1.1808 -2.0964 -5.0796
H -0.2254 -2.0265 -4.0005
H 2.3708 -3.5780 -3.4850
H 0.8514 -4.2977 -4.0178
H 1.1392 -4.6149 -1.5803
H -0.2620 -3.5754 -1.8945
C -2.5358 -6.5446 -0.2123
C -3.9514 -5.9860 -0.3188
C -4.2497 -5.3788 -1.6910
C -3.2938 -4.2285 -1.9623
N -2.5009 -3.2744 -2.1874
H -1.7817 -5.7612 -0.3371
H -2.3775 -6.9931 0.7736
H -2.3605 -7.3165 -0.9705
H -4.0933 -5.2288 0.4620
H -4.6671 -6.7915 -0.1203
H -5.2788 -5.0057 -1.7208
H -4.1390 -6.1329 -2.4778
C -6.9156 -0.3525 -0.1707
C -5.3966 -0.4303 -0.2869
C -4.9112 -1.7624 -0.8619
C -5.3492 -2.9024 0.0431
N -5.7124 -3.8480 0.7938
H -7.3077 -1.1088 0.5165
H -7.2175 0.6256 0.2170
H -7.3916 -0.4940 -1.1479
H -4.9565 -0.2709 0.7052
H -5.0471 0.3856 -0.9291
H -3.8188 -1.7630 -0.9378
H -5.3214 -1.9206 -1.8653
C 9.4870 1.9723 -3.3097
C 9.6891 0.8592 -2.2865
C 9.3102 -0.5213 -2.8263
C 7.8413 -0.5345 -3.2166
N 6.6227 -0.5455 -3.5404
H 8.4360 2.0686 -3.6000
H 9.7972 2.9348 -2.8906
H 10.0791 1.7869 -4.2133
H 9.0935 1.0859 -1.3937
H 10.7403 0.8469 -1.9778
H 9.4858 -1.2848 -2.0612
H 9.9184 -0.7721 -3.7022
C -12.1988 -1.8624 -1.0946
C -11.0502 -2.4994 -0.3187
C -10.6581 -1.7010 0.9261
C -10.2052 -0.3078 0.5209
N -9.8296 0.8480 0.1848
H -11.9293 -0.8723 -1.4755
H -12.4634 -2.4811 -1.9580
H -13.0889 -1.7589 -0.4633
H -10.1845 -2.5988 -0.9849
H -11.3429 -3.5114 -0.0177
H -9.8416 -2.2051 1.4538
H -11.5069 -1.6186 1.6135
*
```

---

molar mass of number 3 (C30H59AlN7O)?
560.8 Da